Below is C38H81Br2InN5O6Si as an isolated structure, with properties calculated with ωB97M-V with the def2-TZVPD basis set.

Computed properties:
Lowest unoccupied orbital energy (Eh): 0.0730
M (g/mol): 1006.81
Frontier orbital gap (eV): 6.1
Total charge: -1

Atoms and positions in Å:
1 C -8.02986 -6.58343 -0.08383
2 C -7.41745 -5.03745 -0.26211
3 Br -8.46004 -3.57707 -1.14475
4 C -6.06238 -4.81259 0.30964
5 Br -5.03481 -6.30282 1.22806
6 In -4.96528 -2.77987 0.27640
7 N -5.58815 -1.80575 2.12538
8 C -2.75477 -3.28237 0.25896
9 N -1.90719 -2.43128 -0.65986
10 C -5.65236 -1.41938 -1.39750
11 C -4.55612 -0.30536 -1.89097
12 C -3.80841 0.51908 -0.68788
13 C -4.74767 1.60486 0.10300
14 C -3.78267 2.83703 0.66618
15 C -3.62075 2.83788 2.30949
16 C -2.09544 2.56114 2.84278
17 C -2.00980 1.96228 4.38275
18 Si -2.67039 0.15514 4.52234
19 C -2.64082 -0.56035 2.69371
20 C -4.44295 0.25769 5.27227
21 C -1.55154 -1.03389 5.55838
22 C -0.29001 -1.74581 4.72285
23 C 0.75576 -2.82276 5.38623
24 C 0.53378 -3.23073 6.96974
25 C -0.68501 -2.50770 7.79661
26 C -1.75184 -1.41928 7.13993
27 H -7.23765 -7.40279 -0.41168
28 H -9.08091 -6.71449 -0.58205
29 H -8.14769 -6.72825 1.09510
30 H -5.64357 -0.77178 1.99558
31 H -4.96676 -2.08449 2.91589
32 H -2.67132 -4.39837 -0.15481
33 H -2.31181 -3.34249 1.36467
34 H -2.43215 -2.06910 -1.48564
35 H -1.54079 -1.65624 -0.04924
36 H -6.70042 -0.96043 -1.07377
37 H -5.88141 -2.10653 -2.33388
38 H -5.16133 0.50077 -2.53024
39 H -3.81746 -0.84022 -2.64950
40 H -2.93830 1.14973 -1.20748
41 H -3.26985 -0.26631 -0.00820
42 H -5.52743 2.09589 -0.63807
43 H -5.31738 1.15402 1.02256
44 H -2.72523 2.87049 0.16301
45 H -4.32749 3.84680 0.33689
46 H -3.90983 3.94303 2.65635
47 H -4.44258 2.13699 2.75974
48 H -1.55813 3.62615 2.88956
49 H -1.48444 1.93606 2.05584
50 H -0.86326 1.92396 4.66821
51 H -2.53153 2.65531 5.17841
52 H -1.69187 -0.23377 2.09218
53 H -2.82566 -1.71992 2.73130
54 H -3.58325 -0.07273 2.17009
55 H -4.95096 1.24464 4.87238
56 H -4.32056 0.35956 6.45502
57 H -5.06731 -0.68207 4.95702
58 H -0.14345 -1.47116 3.57166
59 H 1.59599 -3.30315 4.72669
60 H 1.27353 -4.03532 7.43671
61 H -0.85968 -2.79258 8.91888
62 H -2.63382 -0.91310 7.71884
63 C 4.57571 -4.41347 0.21311
64 O 4.98444 -3.05689 0.09646
65 C 5.02270 -2.59863 -1.26058
66 C 3.93151 -1.54341 -1.49865
67 N 2.59642 -2.14878 -1.48067
68 C 1.50691 -1.16570 -1.45676
69 C 1.39478 -0.27117 -0.20723
70 O 1.03960 -0.98198 0.98047
71 C 2.14260 -1.54077 1.68196
72 H 4.69949 -4.71781 1.25651
73 H 3.52274 -4.52610 -0.05446
74 H 5.19514 -5.06395 -0.41251
75 H 4.94617 -3.42375 -1.97926
76 H 6.00054 -2.12706 -1.40480
77 H 4.09773 -1.06613 -2.47091
78 H 4.02925 -0.78286 -0.71861
79 H 2.51021 -2.73746 -0.65535
80 H 0.57368 -1.73339 -1.54930
81 H 1.57766 -0.53309 -2.34981
82 H 0.57198 0.43144 -0.38671
83 H 2.28443 0.34751 -0.04552
84 H 3.05161 -0.94622 1.57668
85 H 2.31304 -2.56706 1.35493
86 H 1.87865 -1.58383 2.74217
87 C -5.04672 6.07304 -4.96119
88 O -4.33604 5.52573 -6.06408
89 C -2.95462 5.90560 -6.08383
90 C -2.06114 4.68365 -5.82042
91 N -2.17347 4.23548 -4.42910
92 C -1.53996 2.93549 -4.17867
93 C -2.14684 1.70967 -4.88799
94 O -3.46057 1.37443 -4.43659
95 C -4.50555 2.07091 -5.10283
96 H -6.10839 5.84492 -5.09326
97 H -4.71344 5.62380 -4.02304
98 H -4.92926 7.16060 -4.92084
99 H -2.73823 6.71950 -5.38104
100 H -2.74635 6.27837 -7.09230
101 H -1.01864 4.94737 -6.03105
102 H -2.36526 3.89429 -6.51388
103 H -3.15787 4.16090 -4.18307
104 H -1.60037 2.76315 -3.09774
105 H -0.47351 3.00509 -4.42483
106 H -1.51934 0.84684 -4.63374
107 H -2.11359 1.79025 -5.98014
108 H -4.25905 2.30545 -6.13969
109 H -4.76137 2.97717 -4.55280
110 H -5.39282 1.43197 -5.09456
111 C 6.80174 0.20707 1.35265
112 O 7.27842 1.37660 0.69998
113 C 8.24325 2.09702 1.47658
114 C 9.62537 2.02748 0.80891
115 N 10.19152 0.67843 0.90260
116 C 11.38958 0.48646 0.07686
117 C 11.21251 0.57984 -1.45089
118 O 10.42469 -0.47559 -2.00536
119 C 9.02434 -0.23098 -1.99371
120 H 5.98301 -0.20591 0.75621
121 H 7.58914 -0.54664 1.42283
122 H 6.41745 0.44451 2.34973
123 H 8.28218 1.74914 2.51611
124 H 7.91615 3.14207 1.49198
125 H 10.29988 2.73643 1.30200
126 H 9.50568 2.33240 -0.23472
127 H 9.49067 0.00321 0.60590
128 H 11.77167 -0.51400 0.31101
129 H 12.16061 1.19800 0.39618
130 H 12.20795 0.46994 -1.89797
131 H 10.84599 1.55923 -1.77776
132 H 8.78250 0.82820 -2.09624
133 H 8.58016 -0.64188 -1.08644
134 H 8.58288 -0.76946 -2.83674

Atomic forces in eV per Å
C -0.13 0.86 0.85
C 4.37 -2.57 2.58
Br 1.07 -1.61 0.96
C -4.53 0.54 -2.29
Br -1.18 0.79 -0.78
In 0.02 0.25 0.31
N 0.16 -0.04 -0.09
C 0.23 -2.24 0.19
N 0.38 0.62 1.11
C -0.50 0.18 -1.22
C -1.38 0.43 -0.24
C 0.48 -0.13 -1.20
C 0.98 0.40 -0.16
C -0.81 0.60 0.17
C -0.25 1.20 -0.26
C 0.04 1.17 0.32
C 1.30 0.71 -0.13
Si -0.11 -0.19 -1.13
C -0.88 0.18 -0.14
C -0.46 0.21 0.55
C 3.34 -3.33 2.57
C 0.08 -1.21 3.13
C -3.79 2.03 2.30
C -2.38 2.90 -2.27
C 0.18 0.61 -2.92
C 3.76 -1.84 -3.29
H -1.76 1.94 0.38
H 2.14 0.21 0.81
H 0.12 0.28 -2.57
H 0.36 -1.23 0.54
H -0.72 0.84 -0.88
H -0.14 2.13 0.99
H -0.64 0.30 -2.50
H 0.44 -0.15 1.42
H -0.59 -0.73 -1.37
H 2.26 -0.67 -0.72
H 0.32 1.41 1.78
H 1.47 -1.53 1.15
H -1.26 1.30 1.77
H -1.78 -1.26 1.05
H -1.20 1.64 -0.95
H 1.54 -1.26 1.43
H 0.99 0.71 -1.90
H -1.99 -0.31 0.88
H 1.25 -2.06 0.83
H 0.58 -2.42 -0.51
H 1.76 1.10 -0.73
H -1.10 -2.24 -0.26
H -1.30 0.97 1.76
H -2.16 0.22 -0.50
H 0.96 -1.12 -1.71
H -1.64 -0.91 1.16
H 0.59 2.35 -0.39
H 1.99 -1.13 0.92
H 0.88 -2.05 0.82
H -0.55 -0.32 -2.48
H 0.99 1.86 0.83
H -0.48 -0.65 2.80
H -1.82 1.01 1.51
H -1.97 2.03 -0.87
H 0.49 0.53 -2.41
H 2.01 -1.30 -1.00
C 0.08 0.22 0.25
O -0.04 -0.35 -0.39
C -0.15 0.68 0.17
C -0.11 -0.80 0.15
N 0.30 0.29 0.07
C -0.17 -0.31 0.25
C -0.51 -0.11 -0.29
O 0.54 0.33 -0.14
C -0.57 -0.13 0.14
H 0.02 0.15 -0.13
H -0.01 -0.17 -0.11
H -0.09 -0.02 -0.02
H -0.16 0.03 0.19
H -0.01 0.00 -0.02
H -0.04 -0.02 0.05
H 0.25 0.18 0.02
H 0.00 0.12 -0.24
H 0.02 0.13 0.10
H 0.11 0.03 0.10
H 0.02 -0.11 0.03
H 0.13 -0.14 0.12
H 0.06 0.00 -0.12
H 0.27 -0.06 -0.02
H 0.02 0.09 -0.08
C -0.11 -0.22 -0.29
O 0.18 0.40 0.38
C 0.18 -0.60 -0.34
C -0.49 0.34 0.45
N 0.05 -0.03 -0.29
C -0.38 -0.01 0.11
C 0.11 -0.20 0.54
O 0.45 0.37 -0.64
C -0.11 -0.40 0.45
H 0.19 -0.02 -0.07
H 0.01 0.15 0.15
H 0.02 -0.03 0.09
H -0.12 -0.20 0.08
H 0.02 -0.02 0.04
H -0.05 -0.03 0.04
H 0.03 0.06 -0.27
H 0.25 0.03 -0.07
H 0.01 -0.10 -0.14
H -0.09 0.01 -0.09
H -0.10 0.07 0.03
H -0.15 0.15 -0.02
H 0.09 0.10 -0.01
H -0.07 0.22 -0.17
H 0.14 -0.03 0.02
C -0.17 0.12 -0.30
O 0.21 -0.10 0.51
C 0.24 0.25 -0.59
C -0.42 -0.49 0.33
N 0.04 0.22 -0.19
C -0.34 -0.25 -0.05
C 0.41 -0.38 0.10
O 0.04 0.65 0.13
C 0.13 -0.49 -0.17
H 0.14 0.10 0.04
H -0.01 -0.12 0.18
H 0.06 -0.08 0.00
H 0.02 -0.15 -0.19
H 0.05 -0.04 0.01
H -0.01 -0.07 -0.03
H -0.09 0.26 -0.04
H 0.14 0.19 0.12
H 0.02 0.11 -0.13
H -0.11 0.04 -0.07
H -0.10 -0.04 0.04
H -0.20 -0.05 0.08
H 0.02 0.04 0.12
H -0.21 0.18 0.08
H 0.12 0.06 0.02

Atomic partial charges in e from the Mulliken method, atoms 1 to 6: number 1, C, carries -0.899; number 2, C, carries 0.186; number 3, Br, carries -0.209; number 4, C, carries -0.260; number 5, Br, carries -0.272; number 6, In, carries 1.150